C42H47AlNO5PSTe | ωB97M-V/def2-TZVPD

Calculated values
Kohn-Sham gap (alpha / beta) in eV: 7.88 / 6.86
2S+1: 2
⟨S²⟩: 0.756
Highest occupied orbital energy (alpha / beta) in eV: -10.04 / -10.79
Charge: +1
Energy relative to the best compared isomer or geometry (same formula, charge and spin) in kcal/mol: 7.6
Lowest unoccupied orbital energy (alpha / beta) in eV: -2.160 / -3.935

Last column: Löwdin spin population.
Element x y z (Å)
Al  2.0073  1.4676  -1.4945  0.0033
O  5.6820  0.9871  -1.3083  0.0000
S  4.4048  1.0675  -0.6979  0.0000
O  3.6351  2.3456  -0.8950  -0.0001
O  3.3622  0.0949  -1.1846  -0.0002
C  4.5765  0.8695  1.0435  0.0000
C  5.8461  0.6018  1.5312  0.0000
C  6.0246  0.4506  2.8984  0.0000
C  4.9405  0.5626  3.7546  0.0000
C  3.6730  0.8201  3.2499  0.0002
C  3.4674  0.9879  1.8856  0.0001
P  1.7696  1.2244  1.2301  0.0024
C  1.1629  2.7218  2.0576  0.0000
C  -0.2074  2.9840  1.9996  0.0007
C  -0.7255  4.1568  2.5217  0.0001
C  0.1266  5.0967  3.0892  0.0000
C  1.4913  4.8549  3.1309  0.0000
C  2.0100  3.6704  2.6221  0.0000
C  0.9298  -0.1754  2.0403  0.0144
C  0.0117  -0.0572  3.0784  0.0020
C  -0.5255  -1.1972  3.6655  0.0022
C  -0.1294  -2.4554  3.2417  0.0046
C  0.8045  -2.5786  2.2196  -0.0006
C  1.3216  -1.4470  1.6132  0.0083
H  6.6769  0.5198  0.8449  0.0000
H  7.0106  0.2423  3.2903  0.0000
H  5.0776  0.4429  4.8210  0.0000
H  2.8292  0.8843  3.9268  0.0001
H  -0.8741  2.2698  1.5274  0.0016
H  -1.7912  4.3416  2.4806  0.0000
H  -0.2741  6.0156  3.4958  0.0000
H  2.1588  5.5876  3.5646  0.0000
H  3.0777  3.4961  2.6611  0.0000
H  -0.2850  0.9180  3.4430  0.0000
H  -1.2472  -1.0960  4.4657  0.0000
H  -0.5439  -3.3398  3.7071  0.0002
H  1.1261  -3.5589  1.8917  -0.0001
H  2.0555  -1.5503  0.8199  0.0000
C  -0.1424  5.0155  -2.1319  0.0000
C  1.1848  5.4179  -2.8001  0.0000
C  2.1764  4.3177  -2.4063  0.0000
O  1.3879  3.3361  -1.6761  -0.0001
C  0.2802  4.0285  -1.0641  -0.0003
H  -0.8005  4.5220  -2.8472  0.0000
H  -0.6760  5.8655  -1.7109  0.0000
H  1.5333  6.3854  -2.4437  0.0000
H  1.0756  5.4837  -3.8800  0.0000
H  2.9650  4.6749  -1.7460  0.0000
H  2.6156  3.7952  -3.2524  0.0000
H  0.6311  4.5179  -0.1534  0.0000
H  -0.4644  3.2758  -0.8206  -0.0003
C  -0.5454  0.7109  -4.0887  0.0013
C  0.4270  0.9046  -2.9709  0.0164
O  1.6573  1.2602  -3.3044  0.0249
N  0.2250  0.8066  -1.6857  0.1889
Te  -1.5671  -0.4145  -0.7074  0.4400
C  -2.3185  -1.7393  0.8368  0.1180
C  -2.0670  -3.1121  0.9757  0.0304
C  -1.0699  -3.8893  0.1616  0.0038
C  -2.7696  -3.8171  1.9521  -0.0003
C  -3.6715  -3.2069  2.8081  0.0204
C  -4.4276  -3.9954  3.8393  0.0040
C  -3.8546  -1.8341  2.6902  0.0009
C  -3.1910  -1.0866  1.7287  0.0325
C  -3.4459  0.3996  1.6942  0.0048
C  -1.4602  -1.8245  -2.2732  0.0164
C  -2.6814  -2.1676  -2.8669  0.0061
C  -4.0131  -1.6531  -2.3861  0.0157
C  -2.6698  -3.0607  -3.9344  0.0005
C  -1.4930  -3.6113  -4.4191  0.0008
C  -1.4983  -4.5652  -5.5802  0.0001
C  -0.3027  -3.2655  -3.7920  -0.0002
C  -0.2569  -2.3898  -2.7141  0.0028
C  1.0904  -2.1626  -2.0819  0.0065
H  -0.3925  1.5033  -4.8201  0.0005
H  -1.5749  0.7171  -3.7361  0.0008
H  -0.3503  -0.2423  -4.5830  -0.0003
H  -0.1789  -3.3024  -0.0484  0.0005
H  -1.4889  -4.2177  -0.7904  0.0014
H  -0.7632  -4.7781  0.7134  0.0003
H  -2.5832  -4.8810  2.0531  -0.0002
H  -4.0248  -5.0015  3.9447  0.0000
H  -5.4788  -4.0843  3.5588  0.0015
H  -4.3925  -3.5073  4.8138  0.0008
H  -4.5334  -1.3287  3.3691  0.0001
H  -4.0630  0.6908  2.5426  -0.0002
H  -3.9647  0.7100  0.7845  0.0019
H  -2.5163  0.9703  1.7586  0.0010
H  -3.9954  -0.5854  -2.1602  0.0090
H  -4.3252  -2.1720  -1.4759  0.0006
H  -4.7772  -1.8168  -3.1440  0.0013
H  -3.6118  -3.3270  -4.4002  0.0003
H  -2.5105  -4.7559  -5.9321  0.0000
H  -1.0501  -5.5198  -5.3015  0.0000
H  -0.9190  -4.1646  -6.4133  0.0000
H  0.6263  -3.7061  -4.1393  0.0001
H  1.5814  -3.1242  -1.9192  0.0002
H  1.0262  -1.6497  -1.1252  0.0069
H  1.7413  -1.5756  -2.7316  0.0002

C4H5N3 | ωB97M-V/def2-TZVPD

Calculated values
Kohn-Sham gap in eV: 8.72
Highest occupied orbital energy in eV: -8.15
Energy relative to the best compared isomer or geometry (same formula, charge and spin) in kcal/mol: 93.7
Lowest unoccupied orbital energy in eV: 0.572

Last column: natural (NBO) charge in e.
Element x y z (Å)
N  -0.2974  2.8070  0.9135  -0.3055
C  -0.4721  1.8779  0.2471  0.2555
C  -0.6577  0.6537  -0.5491  -0.3458
C  1.8350  -0.6303  -0.7735  -0.0683
N  1.1337  -1.3150  0.0410  -0.3954
C  -0.0483  -1.4796  0.4706  0.1933
N  -1.0148  -0.4871  0.2688  -0.5948
H  -1.3740  0.8152  -1.3570  0.2441
H  0.2930  0.4244  -1.0775  0.2641
H  2.5604  0.0072  -0.2381  0.1523
H  -0.3678  -2.3849  0.9765  0.2025
H  -1.5900  -0.2886  1.0777  0.3980

C8H15BN2O2P | ωB97M-V/def2-TZVPD

Calculated values
Kohn-Sham gap in eV: 7.66
Highest occupied orbital energy in eV: -12.38
Charge: +1
SMILES string: CCP(CC)c1ccc(B(O)O)n[nH+]1
Lowest unoccupied orbital energy in eV: -4.722

Last column: natural (NBO) charge in e.
Element x y z (Å)
C  0.4958  -0.3939  3.3088  -0.6167
C  1.3081  -1.0603  2.1946  -0.6932
P  0.4425  -1.7834  0.7430  0.7888
C  -1.2555  -2.3101  1.1420  -0.7235
C  -2.2677  -1.3915  1.8528  -0.6134
C  0.3014  -0.4351  -0.4852  -0.0077
C  -0.7106  0.5064  -0.6951  -0.2095
C  -0.5623  1.4076  -1.7060  -0.0898
C  0.5992  1.3862  -2.5088  -0.1121
B  0.8237  2.4366  -3.6917  1.0799
O  -0.2483  2.6930  -4.4692  -0.8610
O  2.0233  3.0334  -3.8952  -0.8572
N  1.5350  0.4823  -2.3074  -0.1307
N  1.3360  -0.3751  -1.3259  -0.2473
H  0.1226  -1.1285  4.0197  0.2239
H  -0.3344  0.1912  2.9212  0.2053
H  1.1373  0.2931  3.8612  0.2328
H  1.9315  -1.8674  2.5761  0.2546
H  1.9993  -0.3244  1.7711  0.2353
H  -1.6681  -2.6547  0.1904  0.2506
H  -1.1104  -3.2137  1.7378  0.2624
H  -2.1092  -0.3341  1.6627  0.1884
H  -2.1972  -1.5170  2.9320  0.2285
H  -3.2840  -1.6684  1.5780  0.2342
H  -1.5875  0.5074  -0.0692  0.2545
H  -1.3224  2.1524  -1.9054  0.2582
H  -0.0886  3.4351  -5.0670  0.5163
H  2.6251  3.0096  -3.1450  0.5081
H  2.0655  -1.0766  -1.2202  0.4403

C34H53BrCl36F7O8PS2 | ωB97M-V/def2-TZVPD

Calculated values
Kohn-Sham gap in eV: 8.84
Highest occupied orbital energy in eV: -8.85
Lowest unoccupied orbital energy in eV: -0.003

Last column: Mulliken charge in e.
Element x y z (Å)
C  -4.9626  -2.3595  1.9496  -1.6460
C  -4.2023  -1.4722  0.9719  1.5744
C  -3.5762  -0.3447  1.4610  -1.3403
C  -2.8438  0.4508  0.5647  0.2610
C  -2.7408  0.1404  -0.7835  -0.0863
C  -1.9420  0.9557  -1.8096  -0.5965
C  -0.3687  0.9193  -1.6721  1.2254
C  0.0514  -0.4314  -1.0671  -0.9415
C  1.5234  -0.8510  -1.2434  0.3822
C  1.5673  -2.3799  -0.9687  -0.6451
Br  2.7622  -0.0344  0.0282  -0.0519
O  0.0703  0.8092  -3.0801  -0.3646
S  1.3650  1.6894  -3.4117  1.2669
O  2.4990  0.9244  -3.8283  -0.5030
O  1.1508  2.7064  -4.3841  -0.6778
O  1.5680  2.2198  -1.8676  -0.0984
C  0.2907  2.2411  -1.2012  -0.7389
P  0.6422  2.6098  0.6299  0.2910
O  0.2816  1.3235  1.5687  0.0188
O  2.2005  3.1095  0.8025  -0.5039
S  -0.4150  3.8714  -1.8656  1.3720
O  0.6569  4.7250  -2.2750  -0.6209
O  -1.2583  3.6449  -3.0066  -0.5630
C  -1.5006  4.7212  -0.6096  0.4707
F  -2.1772  3.8474  0.1739  -0.1738
F  -2.4570  5.3315  -1.3329  -0.2505
C  -0.8211  5.8450  0.2533  0.5309
F  0.5027  5.7139  0.4216  -0.2320
F  -1.0052  7.0196  -0.4046  -0.2734
C  -1.4663  6.0224  1.6616  0.4980
F  -1.2246  4.9760  2.4392  -0.0435
F  -2.7647  6.2936  1.5072  -0.2546
F  -0.8938  7.0911  2.2504  -0.2148
C  -3.4286  -0.9998  -1.2409  -0.5552
C  -4.1479  -1.8133  -0.3830  -0.5559
H  -4.4072  -3.3125  2.0000  0.2020
H  -5.9764  -2.6153  1.6254  0.4052
H  -4.9304  -1.9639  2.9727  0.3405
H  -3.6010  -0.0397  2.5049  0.4634
H  -2.3357  1.3556  0.9071  -0.0027
H  -2.1533  0.6456  -2.8358  0.1985
H  -2.3148  1.9820  -1.6939  0.3547
H  -0.2023  -0.5551  -0.0147  -0.9373
H  -0.5319  -1.1921  -1.6092  1.0627
H  1.8610  -0.7468  -2.2795  0.2399
H  0.8486  -2.9292  -1.5883  0.4234
H  1.3165  -2.5337  0.0921  0.2121
H  2.5891  -2.7542  -1.0751  -0.2871
H  -0.1092  1.6174  2.4032  0.2741
H  2.4188  2.9344  1.7337  0.3465
H  -3.4118  -1.2922  -2.2918  0.5886
H  -4.6763  -2.7070  -0.7060  0.0902
C  -5.3865  2.0571  -3.5937  0.4237
Cl  -7.1325  1.9544  -3.8759  -0.1820
Cl  -4.8487  0.9135  -2.3474  -0.0078
H  -4.8719  1.8256  -4.5198  -0.4130
H  -5.1410  3.0652  -3.2745  0.2664
C  5.6925  -4.1358  -1.6980  0.3495
Cl  4.4977  -4.1529  -3.0050  -0.1921
Cl  5.0954  -3.2620  -0.2842  -0.1864
H  5.9136  -5.1573  -1.4116  0.1594
H  6.5922  -3.6468  -2.0524  -0.1735
C  -0.1391  7.8062  5.5045  0.3963
Cl  0.1566  6.4045  6.5480  -0.1334
Cl  1.1959  8.9580  5.5715  -0.1659
H  -0.2537  7.4614  4.4842  -0.3733
H  -1.0459  8.3005  5.8353  0.3003
C  6.0736  0.3714  -2.5941  -0.2175
Cl  5.7659  -0.5147  -1.0957  -0.0237
Cl  7.4803  -0.2605  -3.4829  -0.2035
H  5.1993  0.2816  -3.2307  0.0570
H  6.2541  1.4142  -2.3555  0.3728
C  -6.0090  -5.8050  -1.2015  0.1018
Cl  -5.4392  -5.3808  0.4199  -0.1279
Cl  -5.0024  -5.0673  -2.4569  -0.1856
H  -5.9784  -6.8870  -1.3172  -0.0609
H  -7.0278  -5.4491  -1.3162  0.2213
C  1.5537  2.9563  5.8929  -0.4484
Cl  1.2356  3.1792  4.1604  -0.0628
Cl  0.2446  2.0717  6.6774  -0.1388
H  2.4767  2.3999  6.0114  0.3539
H  1.6441  3.9332  6.3553  0.2013
C  -6.9953  -9.4608  0.0598  -0.1723
Cl  -5.3383  -9.0989  0.5545  -0.1501
Cl  -7.3848  -8.7206  -1.4988  -0.1570
H  -7.1083  -10.5354  -0.0282  0.3235
H  -7.6796  -9.0730  0.8080  0.1853
C  9.8977  -0.7886  0.5188  -0.4260
Cl  9.1275  -0.3532  -1.0112  -0.1028
Cl  9.5459  -2.4656  0.9649  -0.1220
H  10.9711  -0.6708  0.4189  0.3971
H  9.5249  -0.1364  1.2956  0.2172
C  9.1818  -6.0168  -1.7818  -0.1700
Cl  7.9543  -7.1911  -1.2864  -0.1708
Cl  8.4979  -4.7556  -2.8125  -0.1291
H  9.6004  -5.5538  -0.8946  0.2205
H  9.9583  -6.5362  -2.3328  0.2708
C  -2.8994  5.3110  8.3735  0.3537
Cl  -4.6585  5.1535  8.2423  -0.1782
Cl  -2.1977  4.0668  9.4036  -0.1581
H  -2.4664  5.2096  7.3853  -0.2852
H  -2.6644  6.2866  8.7850  0.2740
C  -11.0767  -8.1626  -0.2438  -0.3158
Cl  -11.0350  -9.4683  0.9474  -0.1499
Cl  -9.6353  -7.1469  -0.1377  -0.0719
H  -11.1245  -8.5967  -1.2368  0.2473
H  -11.9521  -7.5493  -0.0620  0.3126
C  -4.7341  4.1403  4.8462  -0.3269
Cl  -2.9710  4.0349  4.9768  -0.0679
Cl  -5.3820  2.8498  3.8276  -0.1353
H  -5.1616  4.0557  5.8371  0.2037
H  -4.9943  5.0979  4.4081  0.3245
C  2.0822  2.2337  -7.3357  0.5730
Cl  2.8434  0.7682  -7.9734  -0.1837
Cl  0.8092  2.8216  -8.4158  -0.1862
H  1.6473  2.0115  -6.3696  -0.4145
H  2.8377  3.0045  -7.2335  0.2475
C  7.6437  -10.0432  -3.5296  -0.0577
Cl  7.4663  -11.7985  -3.4201  -0.1634
Cl  9.2623  -9.5861  -4.0745  -0.1550
H  6.9170  -9.6614  -4.2380  0.2868
H  7.4719  -9.6123  -2.5510  0.0795
C  0.1257  -2.3276  3.3004  -0.4978
Cl  0.7650  -3.8989  2.8023  -0.1697
Cl  -0.9526  -1.6390  2.0782  0.1154
H  -0.4307  -2.4545  4.2227  0.3941
H  0.9563  -1.6461  3.4558  0.2061
C  -4.1348  0.5244  -7.2582  -0.3606
Cl  -5.2044  1.8747  -6.8592  -0.1438
Cl  -2.8617  0.3261  -6.0446  -0.0502
H  -4.7232  -0.3854  -7.3004  0.2921
H  -3.6740  0.7155  -8.2209  0.3073
C  -1.5439  10.5411  0.2289  -0.0269
Cl  -2.7342  11.8272  0.0016  -0.1661
Cl  -1.0934  10.3645  1.9300  -0.1408
H  -1.9686  9.6057  -0.1184  0.0267
H  -0.6550  10.7815  -0.3435  0.2949
C  11.3925  -1.6774  4.4667  -0.2760
Cl  10.1734  -2.8078  5.0605  -0.1429
Cl  10.6632  -0.3702  3.5240  -0.1273
H  11.9135  -1.2465  5.3143  0.3213
H  12.0901  -2.2148  3.8338  0.2351